No. 1
{"formula": "C9H13NO2S", "method": "ωB97M-V/def2-TZVPD", "elements": ["C", "C", "C", "C", "C", "O", "C", "O", "C", "N", "C", "C", "S", "H", "H", "H", "H", "H", "H", "H", "H", "H", "H", "H", "H", "H"], "coordinates": [[0.838105, 0.146906, 1.805177], [-0.523317, 0.581200, 1.184744], [-0.332693, 1.878137, 0.323925], [-1.477810, 0.910124, 2.353392], [-1.226654, -0.458442, 0.268642], [-2.441452, -0.464350, 0.102170], [-0.430366, -1.659842, -0.458582], [-1.495521, -2.465193, -1.080323], [0.560765, -1.147119, -1.458177], [0.382679, -0.310056, -2.396719], [1.483353, 0.002143, -3.073116], [2.597704, -0.768997, -2.749961], [2.150873, -1.864582, -1.573481], [1.388241, 0.934589, 2.123193], [1.317493, -0.520662, 1.129678], [0.566143, -0.536584, 2.533421], [0.491329, 1.798589, -0.419290], [0.011995, 2.777726, 0.987789], [-1.265538, 2.324235, 0.058719], [-2.004358, 1.791860, 2.245818], [-0.942432, 0.826573, 3.234030], [-2.340774, 0.311604, 2.324565], [0.109654, -2.172885, 0.308450], [-2.291474, -2.067864, -0.757082], [1.317017, 0.874069, -3.829254], [3.557039, -0.721180, -3.187731]], "atomic_forces_ev_per_a": [[-3.09, -2.14, -2.89], [-0.12, 1.22, -0.42], [1.91, 1.39, 1.94], [0.21, -0.99, -1.98], [-0.41, -0.66, -0.31], [1.80, 0.39, 0.50], [-2.83, 0.99, -0.91], [3.25, 0.00, 0.38], [0.80, -1.98, 0.14], [-1.87, 1.67, 0.56], [0.86, 1.25, -1.99], [-1.66, 1.30, -0.90], [-0.04, -0.38, 1.30], [1.73, 2.27, 0.98], [1.19, 0.11, -0.93], [-0.23, -0.99, 2.24], [-1.13, -0.06, -0.02], [-0.10, -1.86, -0.48], [-0.72, -0.36, -1.26], [-0.23, 2.64, -0.14], [0.63, 0.09, 1.97], [-0.76, -1.78, 0.35], [0.17, -0.79, 0.54], [-1.14, 0.64, 0.29], [1.03, -1.90, 1.30], [0.77, -0.04, -0.27]], "mulliken_charge": [-2.017, 2.194, -1.650, -1.833, 0.219, -0.660, -0.304, -0.611, 0.345, -0.435, -0.486, -0.225, -0.166, 0.503, 0.293, 0.633, 0.330, 0.401, 0.455, 0.449, 0.397, 0.446, 0.467, 0.435, 0.324, 0.494], "de_lowest_kj_mol": 231.9, "max_force_ev_per_a": 4.74, "smiles": "CC(C)(C)C(=O)[C@@H](O)c1nccs1", "homo_ev": -9.3, "multiplicity": 1}



No. 2
{"formula": "C9H13NO2S2", "method": "ωB97M-V/def2-TZVPD", "elements": ["C", "C", "C", "C", "N", "S", "C", "O", "O", "C", "C", "C", "S", "C", "H", "H", "H", "H", "H", "H", "H", "H", "H", "H", "H", "H", "H"], "coordinates": [[1.541270, 0.800673, 0.833428], [0.981851, 0.446226, -0.533430], [2.032781, 0.776289, -1.678625], [-0.445806, 1.042567, -0.779338], [-1.450612, -0.221056, -0.871366], [-2.923262, 0.005461, -0.086566], [-2.823048, 0.117454, 1.719087], [-3.619257, -1.207049, -0.282541], [-3.501901, 1.275539, -0.458625], [-0.658187, -1.370266, -0.670722], [-0.971147, -2.758756, -0.601675], [0.121038, -3.493971, -0.210449], [1.490061, -2.489239, -0.082912], [0.670899, -1.068817, -0.400226], [2.450226, 0.125204, 0.895738], [0.860261, 0.648861, 1.706865], [1.794123, 1.908507, 0.904300], [2.702665, -0.076135, -1.791226], [2.604139, 1.584643, -1.344128], [1.531807, 1.020897, -2.632533], [-0.736497, 1.668102, 0.066945], [-0.665829, 1.717196, -1.636695], [-2.389130, -0.888987, 1.993938], [-2.280552, 1.073815, 1.908548], [-3.910721, 0.150373, 1.990723], [-1.896003, -3.229656, -1.036498], [0.377273, -4.596805, -0.240966]], "atomic_forces_ev_per_a": [[1.08, 1.21, 0.58], [-0.38, -1.16, -0.37], [-1.87, -1.42, 0.43], [-1.43, -1.03, -0.08], [0.45, 2.88, 0.33], [-0.13, 1.09, 0.80], [0.40, -0.59, -1.02], [-0.87, -1.51, -0.79], [0.91, -0.51, -0.58], [0.86, -0.07, 0.99], [-1.08, -0.87, -0.95], [0.57, -0.80, -0.80], [1.53, -0.35, 0.59], [-2.28, 0.83, -1.51], [-0.76, 1.21, 0.61], [0.38, -0.42, -0.90], [0.19, -1.32, -0.20], [-0.05, 0.03, -0.21], [0.91, 1.47, 0.28], [0.29, -0.27, 0.47], [-0.09, -0.30, 0.24], [0.67, -0.94, 0.15], [-0.12, 1.49, 0.33], [-0.32, -1.08, 0.55], [1.13, 0.14, -0.13], [0.92, 0.75, 1.01], [-0.92, 1.55, 0.17]], "mulliken_charge": [-1.496, 2.235, -1.569, -1.232, 0.002, 1.083, -0.918, -0.628, -0.666, -0.475, -0.507, -0.370, -0.162, 0.152, 0.391, 0.294, 0.433, 0.325, 0.433, 0.387, 0.325, 0.273, 0.299, 0.310, 0.385, 0.349, 0.348], "de_lowest_kj_mol": 168.7, "max_force_ev_per_a": 2.93, "smiles": "CC1(C)CN(S(C)(=O)=O)c2ccsc21", "homo_ev": -8.4, "multiplicity": 1}



Gap between HOMO and LUMO list, top to bottom, in hartree: 0.3614, 0.3277